Record 1
The following is a quantum chemistry calculation of an isolated molecule of C4H4N4O2 in a non-equilibrium geometry, from the OMol25 dataset.

Gap between HOMO and LUMO ... 8.23 eV
DFT total energy ... -524.1647 Eh
Molecular weight ... 140.1 Da

CARTESIAN COORDINATES (ANGSTROEM)
C: -0.278 -1.430 0.293
C: 0.515 0.842 0.148
C: -0.764 0.928 -0.352
C: -2.974 0.450 0.049
N: 0.624 -0.446 0.445
N: -1.504 -1.563 -0.019
N: -2.649 -0.853 -0.130
N: 1.601 1.625 0.077
O: -4.083 0.904 0.052
O: -1.842 1.189 0.340
H: 0.209 -2.400 0.395
H: -3.430 -1.471 -0.329
H: 1.518 2.564 -0.269
H: 2.510 1.198 0.140

Record 2
The following is a quantum chemistry calculation of a structure of composition C5H5NS in a non-equilibrium geometry, from the OMol25 dataset.

Gap between HOMO and LUMO ... 8.74 eV
DFT total energy ... -646.3985 Eh
Molecular weight ... 111.2 Da

CARTESIAN COORDINATES (ANGSTROEM)
C: 1.262 1.267 0.030
C: -0.019 -0.592 0.160
C: -1.224 -1.225 0.064
C: -1.526 1.056 -0.113
C: -0.195 0.792 0.139
H: 1.638 1.612 1.023
H: 1.607 1.926 -0.715
H: -1.643 -2.196 0.009
H: -3.115 -0.402 -0.086
H: -2.167 1.975 -0.156
N: -2.100 -0.174 -0.052
S: 1.787 -0.593 -0.087

Record 3
The following is a quantum chemistry calculation of a structure of composition C9H16CoNS4SbSe5 in a non-equilibrium geometry, from the OMol25 dataset.

Expectation value of S² ... 6.019
Spin multiplicity ... 5
Total charge ... -1
Gap between HOMO and LUMO (spin up / spin down) ... 5.85 / 5.49 eV
DFT total energy ... -15630.3183 Eh
Molecular weight ... 842.0 Da

CARTESIAN COORDINATES (ANGSTROEM)
Co: 0.135 0.791 1.243
C: 2.520 -1.620 0.191
C: 2.013 -1.356 -1.227
S: 1.357 0.321 -1.303
C: 0.055 0.213 -2.543
C: -0.848 1.440 -2.362
S: -1.531 1.732 -0.710
C: -3.018 0.708 -0.703
C: -2.808 -0.805 -0.680
S: -1.910 -1.281 0.811
C: -0.923 -2.673 0.238
C: 0.222 -2.882 1.229
S: 1.319 -1.471 1.533
H: 3.292 -0.895 0.458
H: 2.956 -2.619 0.251
H: 1.246 -2.076 -1.511
H: 2.847 -1.460 -1.923
H: -0.501 -0.717 -2.424
H: 0.481 0.234 -3.547
H: -1.682 1.409 -3.065
H: -0.269 2.340 -2.575
H: -3.632 0.981 -1.562
H: -3.548 1.027 0.197
H: -2.246 -1.131 -1.553
H: -3.780 -1.300 -0.701
H: -0.555 -2.462 -0.765
H: -1.525 -3.583 0.200
H: 0.845 -3.724 0.922
H: -0.194 -3.122 2.209
Se: 2.127 6.047 0.714
Sb: 3.197 4.287 1.902
Se: 1.971 2.118 1.493
Se: 3.902 4.329 4.164
Se: 5.294 3.776 0.595
Se: -3.448 1.285 4.662
C: -2.094 1.132 3.473
N: -1.265 1.004 2.668